Record 1
DFT (ωB97M-V/def2-TZVPD) results for an isolated molecule of C6H11N.

```
18
Properties=species:S:1:pos:R:3:forces:R:3:mulliken_charge:R:1
C -1.506 -0.349 -1.878 0.831 -0.339 -0.698 -0.913
N -0.217 0.317 -1.587 -0.028 0.806 0.490 -0.424
C 0.299 0.014 -0.298 0.355 -1.626 -0.015 0.824
C -0.064 0.862 0.783 -1.742 0.880 0.072 -0.380
C 0.557 2.051 1.405 0.188 -1.569 0.344 -0.953
C 0.404 -1.615 1.486 0.849 3.386 0.094 -0.639
C 0.693 -1.240 0.040 -0.103 -0.585 0.334 -0.807
H -2.234 -0.348 -1.066 0.013 0.361 0.042 0.296
H -1.820 0.183 -2.775 -0.682 -0.196 0.102 0.385
H -1.331 -1.386 -2.160 0.083 0.001 0.033 0.303
H -0.459 1.298 -1.622 0.449 0.313 -0.157 0.310
H 0.201 -0.505 1.863 0.333 -2.031 0.554 0.040
H 0.708 2.831 0.660 0.086 0.207 0.012 0.386
H -0.050 2.334 2.261 -0.081 0.651 -0.231 0.271
H 1.525 1.752 1.839 0.249 0.225 -0.430 0.287
H -0.552 -2.093 1.695 0.150 -0.502 -0.243 0.267
H 1.278 -2.014 1.994 -0.306 -0.164 0.389 0.301
H 1.115 -2.014 -0.586 -0.646 0.182 -0.692 0.445
```
Positions in Å, forces in eV/Å.

The relative energy (zero: lowest compared OMol25 entry of this formula, charge and spin) comes out at 136.8 kcal per mole. Its net charge is 0. Its multiplicity is 1.

=====

Record 2
DFT (ωB97M-V/def2-TZVPD) results for a structure of composition C31H32BrN8O3Ti.

```
76
Properties=species:S:1:pos:R:3:forces:R:3:mulliken_charge:R:1
Ti -0.545 -0.387 -0.346 0.784 0.506 0.240 -1.291
C -2.902 4.667 -0.529 -0.001 -0.146 0.103 -0.976
N -2.637 3.298 -0.044 0.048 0.063 -0.081 0.098
C -3.540 2.789 0.997 0.116 0.040 -0.101 -0.957
C -1.634 2.597 -0.501 -0.075 -0.081 0.149 0.690
O -1.378 1.431 -0.058 -0.070 -0.281 -0.205 -0.225
C -0.742 3.185 -1.577 -0.075 0.142 0.039 -1.528
O 0.358 2.354 -1.826 -0.042 -0.015 -0.013 -0.128
C 1.540 2.651 -1.136 0.114 0.107 0.083 -1.682
C 1.854 1.661 -0.021 -0.035 -0.110 0.029 0.721
O 1.109 0.657 0.221 0.050 -0.027 0.023 0.438
N 2.934 1.863 0.692 -0.008 0.135 0.007 0.130
C 3.266 1.014 1.845 0.003 0.055 -0.066 -0.895
C 3.854 2.992 0.467 -0.079 -0.138 0.006 -1.116
H -3.883 4.961 -0.169 0.002 0.022 -0.016 0.415
H -2.914 4.702 -1.616 0.024 0.022 -0.008 0.380
H -2.161 5.358 -0.129 -0.021 0.048 -0.035 0.328
H -3.570 3.511 1.812 -0.017 -0.017 0.020 0.439
H -3.173 1.836 1.359 -0.036 -0.019 0.046 0.170
H -4.537 2.679 0.574 -0.018 -0.010 0.031 0.403
H -0.440 4.197 -1.291 0.038 -0.016 -0.020 0.629
H -1.316 3.275 -2.503 0.027 -0.017 -0.010 0.444
H 1.518 3.657 -0.704 -0.015 0.000 -0.041 0.683
H 2.364 2.634 -1.853 -0.029 -0.042 -0.033 0.404
H 2.367 0.560 2.245 -0.011 -0.037 0.015 0.153
H 3.724 1.648 2.601 0.003 -0.029 0.016 0.574
H 3.976 0.243 1.547 -0.013 -0.024 0.018 0.351
H 3.855 3.309 -0.571 0.007 0.030 0.014 0.437
H 4.857 2.657 0.717 0.010 0.027 0.007 0.457
H 3.583 3.824 1.117 0.031 0.031 -0.016 0.341
C -1.159 -4.035 -2.743 0.015 0.052 0.046 -1.170
C 0.086 -4.652 -2.629 -0.012 -0.019 -0.034 -0.409
C 0.998 -4.154 -1.724 -0.095 -0.145 -0.004 -1.100
C 0.661 -3.052 -0.944 0.307 0.098 0.209 0.500
N -0.492 -2.370 -1.154 -0.114 -0.103 -0.170 1.184
C -1.395 -2.898 -2.011 0.092 -0.038 -0.001 0.004
N 1.550 -2.753 0.095 -0.117 -0.070 -0.182 -0.460
C 1.127 -2.117 1.121 -0.096 0.263 0.237 0.269
N -0.071 -1.402 1.161 -0.329 -0.255 -0.055 0.457
C -0.443 -1.140 2.491 0.472 -0.018 -0.247 0.555
N -1.605 -0.779 2.847 -0.234 -0.013 -0.098 -0.624
C -2.644 -0.809 1.915 0.125 0.021 0.144 0.171
C -3.928 -0.904 2.453 -0.038 0.002 0.051 -0.696
C -5.022 -1.002 1.626 -0.077 -0.006 -0.022 -0.496
C -4.828 -0.975 0.247 0.067 0.004 -0.014 -1.213
C -3.546 -0.847 -0.225 0.013 -0.018 0.092 -0.169
N -2.457 -0.781 0.574 -0.175 0.035 -0.115 1.162
C 0.737 -1.473 3.311 -0.280 0.133 0.130 0.161
C 0.928 -1.365 4.675 0.081 -0.030 -0.004 -0.383
C 2.131 -1.847 5.184 0.010 -0.011 -0.036 -0.684
C 3.080 -2.448 4.355 -0.032 0.016 0.031 -0.786
C 2.865 -2.586 2.987 0.019 0.027 0.085 -0.174
C 1.688 -2.066 2.482 0.125 -0.103 -0.228 0.239
H -1.925 -4.419 -3.401 0.002 0.006 -0.008 0.529
H 0.323 -5.526 -3.221 -0.001 -0.001 0.005 0.518
H 1.951 -4.629 -1.543 -0.005 0.003 0.005 0.611
H -2.329 -2.370 -2.109 -0.040 -0.019 -0.023 0.294
H -4.018 -0.921 3.530 0.009 0.006 -0.003 0.622
H -6.017 -1.093 2.042 0.005 -0.009 0.001 0.487
H -5.654 -1.041 -0.448 -0.009 0.006 0.007 0.523
H -3.365 -0.774 -1.287 -0.034 -0.003 -0.021 0.306
H 0.174 -0.934 5.319 -0.001 0.004 0.000 0.579
H 2.329 -1.772 6.245 0.002 -0.006 0.001 0.476
H 3.992 -2.832 4.794 0.005 -0.003 -0.011 0.488
H 3.584 -3.086 2.352 -0.009 0.004 -0.016 0.590
Br -1.629 0.210 -3.166 -0.170 0.046 -0.079 0.071
C 0.217 -0.139 -3.373 0.002 -0.013 -0.080 0.458
C 0.805 -0.143 -4.619 0.027 -0.012 0.103 -0.852
C 2.170 -0.392 -4.656 -0.002 0.003 -0.021 -0.504
C 2.855 -0.613 -3.467 0.041 -0.001 0.007 -1.274
C 2.164 -0.584 -2.273 -0.065 -0.041 0.019 -0.339
N 0.841 -0.350 -2.226 -0.218 0.001 0.130 1.021
H 0.224 0.039 -5.511 0.012 -0.002 -0.013 0.552
H 2.690 -0.413 -5.605 0.004 -0.001 0.001 0.481
H 3.917 -0.815 -3.463 0.000 0.003 -0.016 0.555
H 2.653 -0.773 -1.326 0.001 -0.008 -0.003 0.581
```
Positions in Å, forces in eV/Å.

The relative energy (zero: lowest compared OMol25 entry of this formula, charge and spin) comes out at 15.8 kcal per mole. Its net charge is +3. Its multiplicity is 1.

=====

Number 1: LUMO -0.35 eV, frontier orbital gap 6.301 eV, E_HOMO -6.653 eV. Number 2: LUMO -9.75 eV, frontier orbital gap 6.661 eV, E_HOMO -16.407 eV.